Density functional theory data (the ωB97M-V functional and the def2-TZVPD basis) for a 10-piece molecular cluster, C44H71N2O31 overall at a distorted geometry.

Summary:
Net charge ... -1
Electronic energy ... -113234.47585 eV

CARTESIAN COORDINATES (ANGSTROEM)
C -4.585 3.414 0.895
C -3.357 2.639 0.289
C -2.076 3.580 0.379
C -0.798 2.639 0.267
N 0.323 3.055 1.146
N 0.099 2.608 2.463
C 0.698 1.294 2.719
C -0.036 0.492 3.841
O -1.134 -0.290 3.332
C 0.437 3.603 3.468
O 1.699 4.248 3.265
C -0.778 4.608 3.655
O -0.546 5.830 3.627
O -1.957 4.144 3.872
H -4.234 3.844 1.872
H -5.460 2.750 1.109
H -4.873 4.254 0.196
H -3.484 2.443 -0.812
H -3.223 1.663 0.812
H -2.102 4.201 -0.551
H -2.088 4.225 1.286
H -0.460 2.686 -0.807
H -1.095 1.578 0.445
H 0.412 4.068 1.082
H 1.806 1.411 2.899
H 0.584 0.697 1.773
H 0.709 -0.150 4.385
H -0.474 1.179 4.616
H -1.933 0.175 3.626
H 0.509 3.049 4.446
H 2.227 4.181 4.074
C -10.344 2.472 1.189
C -9.746 3.695 0.533
C -9.523 3.555 -0.948
O -8.455 4.473 -1.178
C -7.750 4.554 -0.011
O -6.696 5.085 0.102
O -8.419 3.937 1.004
H -10.293 2.560 2.276
H -11.387 2.343 0.895
H -9.791 1.570 0.919
H -10.349 4.579 0.766
H -10.401 3.826 -1.535
H -9.188 2.557 -1.245
C -0.675 -2.442 -2.819
C -1.439 -1.447 -1.979
C -2.174 -2.057 -0.819
O -3.232 -1.119 -0.614
C -3.477 -0.533 -1.816
O -4.414 0.166 -2.049
O -2.511 -0.853 -2.722
H -0.335 -1.974 -3.746
H 0.192 -2.824 -2.278
H -1.302 -3.279 -3.103
H -0.772 -0.642 -1.653
H -1.555 -2.144 0.074
H -2.615 -3.031 -1.046
C -3.338 -7.427 -5.786
C -2.155 -6.677 -5.224
C -1.034 -7.555 -4.745
O -0.412 -6.726 -3.754
C -1.382 -5.903 -3.271
O -1.254 -5.209 -2.311
O -2.509 -5.977 -4.023
H -4.186 -6.754 -5.924
H -3.092 -7.884 -6.746
H -3.670 -8.212 -5.102
H -1.802 -5.936 -5.949
H -0.332 -7.810 -5.536
H -1.375 -8.473 -4.259
C 4.644 -7.179 -2.814
C 3.891 -7.134 -4.123
C 2.405 -7.294 -3.983
O 2.042 -7.834 -5.258
C 3.133 -8.509 -5.722
O 3.123 -9.228 -6.671
O 4.226 -8.252 -4.957
H 5.713 -7.260 -2.993
H 4.453 -6.283 -2.222
H 4.357 -8.053 -2.225
H 4.146 -6.221 -4.672
H 1.897 -6.351 -3.801
H 2.115 -8.011 -3.210
C 6.257 -1.711 -1.513
C 7.088 -2.934 -1.818
C 6.929 -3.456 -3.218
O 7.253 -4.842 -3.058
C 6.942 -5.170 -1.773
O 6.914 -6.282 -1.349
O 6.661 -4.060 -1.041
H 6.258 -1.506 -0.444
H 6.642 -0.836 -2.038
H 5.214 -1.860 -1.802
H 8.139 -2.742 -1.577
H 7.605 -2.978 -3.926
H 5.905 -3.385 -3.595
C -2.416 7.476 5.248
C -3.825 8.011 5.203
C -4.030 9.120 4.212
O -5.143 9.825 4.779
C -5.095 9.616 6.123
O -5.765 10.203 6.919
O -4.186 8.660 6.437
H -2.284 6.825 6.114
H -2.180 6.910 4.346
H -1.688 8.287 5.350
H -4.530 7.190 5.040
H -4.269 8.754 3.215
H -3.184 9.809 4.149
C 8.227 1.347 3.722
C 7.731 1.577 2.314
C 6.616 0.662 1.897
O 6.775 0.631 0.474
C 8.093 0.861 0.224
O 8.608 0.725 -0.843
O 8.743 1.261 1.348
H 9.156 1.894 3.892
H 7.487 1.674 4.453
H 8.447 0.291 3.894
H 7.459 2.628 2.182
H 5.633 1.043 2.171
H 6.723 -0.359 2.277
C -6.203 -5.497 -1.556
C -6.688 -6.309 -2.734
C -7.933 -7.104 -2.461
O -7.812 -8.175 -3.396
C -6.482 -8.358 -3.618
O -6.018 -9.286 -4.207
O -5.752 -7.339 -3.074
H -5.201 -5.109 -1.747
H -6.872 -4.659 -1.357
H -6.135 -6.110 -0.655
H -6.806 -5.663 -3.610
H -8.844 -6.535 -2.639
H -7.966 -7.528 -1.454
C 10.200 6.948 3.364
C 9.000 6.327 2.688
C 7.914 7.306 2.337
O 6.754 6.473 2.331
C 7.001 5.448 3.190
O 6.184 4.669 3.562
O 8.311 5.435 3.569
H 10.853 6.172 3.769
H 10.772 7.556 2.661
H 9.898 7.576 4.204
H 9.320 5.751 1.812
H 8.063 7.770 1.363
H 7.772 8.087 3.089

=====

Density functional theory data (the ωB97M-V functional and the def2-TZVPD basis) for a 12-piece molecular cluster, C44H71NO18 overall at a distorted geometry.

Summary:
Net charge ... 0
SMILES ... c1cc[nH]c1.O=C1CCCO1.O=C1CCCO1.O=C1CCCO1.O=C1CCCO1.O=C1CCCO1.O=C1CCCO1.O=C1CCCO1.CC(C)=O.CC(C)=O.CC(C)=O.CC(C)=O
Electronic energy ... -85123.92993 eV

CARTESIAN COORDINATES (ANGSTROEM)
C 21.120 31.431 0.126
C 22.194 32.014 -0.555
C 22.755 31.048 -1.368
N 22.061 29.882 -1.161
C 21.105 30.086 -0.216
H 20.419 31.854 0.827
H 22.467 33.057 -0.548
H 23.545 31.219 -2.079
H 22.151 29.048 -1.715
H 20.392 29.355 0.127
O 29.635 31.157 -1.213
C 29.169 32.166 -1.692
C 28.150 33.077 -1.018
C 28.165 34.324 -1.903
C 28.974 33.921 -3.143
O 29.685 32.710 -2.787
H 27.187 32.567 -1.037
H 28.474 33.271 -0.001
H 27.138 34.626 -2.098
H 28.683 35.150 -1.420
H 28.433 33.722 -4.066
H 29.734 34.685 -3.298
O 29.519 25.969 0.329
C 30.292 25.130 0.700
C 31.727 24.863 0.344
C 32.031 23.556 1.012
C 31.000 23.512 2.136
O 29.872 24.250 1.635
H 32.051 25.098 -0.665
H 32.148 25.695 0.938
H 31.917 22.713 0.329
H 33.041 23.505 1.419
H 30.690 22.483 2.313
H 31.392 23.893 3.080
O 27.199 28.497 5.717
C 26.971 27.533 5.033
C 27.795 26.867 3.901
C 26.910 25.652 3.513
C 25.690 25.677 4.461
O 25.833 26.901 5.184
H 27.920 27.571 3.083
H 28.770 26.544 4.258
H 26.593 25.911 2.502
H 27.478 24.728 3.536
H 24.705 25.728 3.997
H 25.671 24.838 5.156
O 29.896 33.380 5.151
C 29.445 32.670 4.307
C 28.872 33.087 2.926
C 28.918 31.780 2.151
C 28.728 30.764 3.279
O 29.406 31.327 4.387
H 27.882 33.399 3.273
H 29.445 33.862 2.428
H 28.139 31.625 1.404
H 29.897 31.616 1.699
H 27.680 30.529 3.482
H 29.158 29.787 3.049
O 26.627 28.868 1.555
C 26.842 29.181 0.411
C 27.680 28.344 -0.536
C 26.959 28.542 -1.845
C 26.302 29.940 -1.675
O 26.170 30.139 -0.231
H 28.692 28.761 -0.509
H 27.752 27.367 -0.071
H 27.656 28.548 -2.683
H 26.240 27.757 -2.086
H 27.140 30.571 -1.975
H 25.302 29.983 -2.079
O 32.089 25.849 -4.403
C 31.782 26.984 -4.228
C 31.044 27.662 -3.121
C 30.914 29.120 -3.533
C 31.484 29.176 -4.979
O 32.118 27.925 -5.172
H 30.083 27.189 -2.931
H 31.642 27.617 -2.210
H 29.881 29.462 -3.554
H 31.492 29.795 -2.906
H 30.630 29.196 -5.661
H 32.191 29.988 -5.120
O 23.711 31.722 5.284
C 23.600 30.688 4.704
C 24.090 30.274 3.320
C 23.730 28.786 3.289
C 22.924 28.494 4.530
O 22.921 29.681 5.303
H 23.727 30.864 2.478
H 25.164 30.362 3.141
H 22.989 28.664 2.488
H 24.506 28.076 3.017
H 21.912 28.121 4.368
H 23.419 27.671 5.056
C 33.547 28.164 -0.132
C 33.016 28.388 1.269
C 31.558 28.793 1.462
O 33.720 28.394 2.249
H 33.296 29.093 -0.652
H 33.194 27.194 -0.468
H 34.637 28.201 -0.133
H 30.924 28.777 0.574
H 31.768 29.849 1.671
H 30.974 28.360 2.269
C 28.121 27.452 -6.128
C 27.696 26.401 -5.152
C 27.009 25.150 -5.668
O 28.141 26.442 -4.022
H 29.208 27.414 -6.256
H 27.878 28.500 -5.977
H 27.807 27.108 -7.122
H 27.351 24.880 -6.665
H 25.945 25.419 -5.664
H 27.059 24.284 -5.014
C 24.133 26.574 0.551
C 23.240 26.463 -0.659
C 21.896 25.823 -0.438
O 23.504 27.028 -1.692
H 24.714 25.646 0.639
H 23.637 26.719 1.504
H 24.897 27.330 0.379
H 21.885 25.027 -1.197
H 21.095 26.520 -0.663
H 21.816 25.240 0.476
C 22.649 30.281 -6.403
C 23.732 30.055 -5.384
C 24.384 28.697 -5.370
O 24.171 30.931 -4.669
H 23.119 30.699 -7.294
H 21.948 31.025 -6.022
H 22.102 29.372 -6.640
H 23.587 27.956 -5.449
H 24.939 28.576 -4.439
H 25.148 28.575 -6.140